Entry from OMol25: a molecular structure, C5H5ORb in a non-equilibrium geometry (the ωB97M-V functional and the def2-TZVPD basis).

Geometry as XYZ:
```
12
Properties=species:S:1:pos:R:3
H 2.989 -0.635 1.512
C -0.049 1.316 -0.078
H 1.734 -2.039 -0.951
C 2.429 -1.416 -0.382
O -3.767 1.107 -0.394
H 1.576 -1.851 1.514
H 3.148 -0.824 -0.954
Rb -7.321 1.293 -0.735
C 2.344 -1.315 0.951
C -1.320 1.297 -0.097
H 0.827 1.954 -0.083
C -2.589 1.113 -0.304
```

Results
frontier orbital gap (spin up / spin down) = 6.20 / 7.62 eV
HOMO (spin up / spin down) = -10.33 / -11.77 eV
net charge = +1
2S+1 = 2
<S²> = 0.775
LUMO (spin up / spin down) = -4.137 / -4.142 eV

Results of the Löwdin charge analysis, in e, for atoms 1 through 6: H 0.0473; C 0.1848; H 0.0464; C -0.0927; O 0.0774; H 0.0464